Model 1:
C3H5N3O | wB97M-V/def2-TZVPD

Output
Net charge: 0
SMILES: Cn1cc(O)nn1
HOMO-LUMO gap, eV: 8.9
LUMO level, eV: 0.50
M, u: 99.1

Each atom is followed by the atoms it is bonded to, with distances in Å.
Geometry (Å):
1 C 1.090 0.257 1.575  H4 1.111, H5 1.095, H6 1.179, N9 1.476
2 C -0.377 0.483 -0.456  C3 1.416, H7 1.034, N9 1.312
3 C -0.930 -0.524 -1.284  C2 1.416, N10 1.327, O12 1.261
4 H 1.493 1.265 1.336  C1 1.111
5 H 1.983 -0.349 1.762  C1 1.095
6 H 0.456 0.405 2.558  C1 1.179
7 H -0.196 1.492 -0.592  C2 1.034
8 H -1.494 0.723 -2.573  O12 1.033
9 N 0.160 -0.203 0.526  C1 1.476, C2 1.312, N11 1.359
10 N -0.853 -1.718 -0.710  C3 1.327, N11 1.358
11 N 0.029 -1.537 0.306  N9 1.359, N10 1.358
12 O -1.361 -0.293 -2.446  C3 1.261, H8 1.033

Mulliken atomic charge list, values in e, 2 entries:
1. C -0.76
2. C -0.26

Model 2:
C3H5N3O | wB97M-V/def2-TZVPD

Output
Net charge: 0
HOMO-LUMO gap (spin up / spin down), eV: 8.2 / 8.2
LUMO level (spin up / spin down), eV: -0.74 / -0.74
M, u: 99.1

Each atom is followed by the atoms it is bonded to, with distances in Å.
Geometry (Å):
1 O 0.169 -0.029 -1.616  C2 1.375
2 C -0.099 1.290 -1.333  O1 1.375, C3 1.494, H9 1.095, H10 1.096
3 C -0.227 0.822 0.080  C2 1.494, N4 1.450, N7 1.293
4 N -1.227 -0.228 0.087  C3 1.450, N5 1.257
5 N -0.754 -1.073 0.887  N4 1.257, C6 1.490, H11 1.014
6 C 0.688 -0.761 1.099  N5 1.490, N7 1.416, H8 1.117, H12 1.087
7 N 0.729 0.645 0.933  C3 1.293, C6 1.416
8 H 1.097 -1.132 0.128  C6 1.117
9 H -1.016 1.657 -1.806  C2 1.095
10 H 0.736 1.992 -1.443  C2 1.096
11 H -1.226 -1.962 1.003  N5 1.014
12 H 1.130 -1.221 1.980  C6 1.087

Mulliken atomic charge list, values in e, 2 entries:
1. O -0.59
2. C -0.41

Consider the structures shown above. The most stable of them is model 1.